No. 1
DFT (ωB97M-V/def2-TZVPD) results for a 12-piece molecular cluster, C42H48N12 overall in a non-equilibrium geometry.

Atoms and positions in Å:
C1 2.1659 -4.1838 -2.5305
C2 1.5975 -4.0474 -1.2359
N1 1.2934 -3.9192 -0.1542
H1 1.8839 -3.2739 -3.0872
H2 1.8079 -5.0778 -3.0980
H3 3.2658 -4.2210 -2.3505
C3 2.6613 2.5729 -1.9503
C4 3.0625 3.1690 -0.6643
N2 3.3274 3.5823 0.3650
H4 1.7777 1.9542 -1.8256
H5 3.4988 2.0087 -2.3975
H6 2.4714 3.3228 -2.7005
C5 -4.6877 -3.1377 -4.9103
C6 -4.7103 -1.6807 -4.7199
N3 -4.7643 -0.5619 -4.5870
H7 -4.3459 -3.5902 -3.9347
H8 -3.9452 -3.3196 -5.6793
H9 -5.7409 -3.4322 -5.2523
C7 3.2806 -0.5849 1.5787
C8 3.5849 -0.5564 0.1844
N4 3.8512 -0.4868 -0.9387
H10 4.1848 -0.7128 2.2358
H11 2.5781 -1.4164 1.7216
H12 2.8959 0.4117 1.8693
C9 -1.7544 -5.3248 0.0016
C10 -1.9964 -4.9007 -1.3375
N5 -2.3326 -4.6534 -2.3943
H13 -1.6308 -6.4328 0.0112
H14 -2.5810 -5.0297 0.5511
H15 -0.8077 -4.9215 0.3370
C11 -4.6183 -0.5868 3.1098
C12 -3.8034 -1.7596 2.8107
N6 -3.1997 -2.6818 2.4742
H16 -4.8653 -0.7303 4.2137
H17 -5.5072 -0.6351 2.5400
H18 -3.9604 0.2809 3.0624
N7 -0.7352 2.5257 4.1997
C13 -0.5876 2.3678 2.8736
C14 -0.1154 3.3665 2.0503
C15 0.2604 4.5588 2.6172
C16 -0.0703 4.8410 3.9431
C17 -0.5045 3.7544 4.7265
H19 -0.6978 1.3109 2.4925
H20 -0.0351 3.2370 1.0392
H21 0.7284 5.3013 2.0101
H22 0.1408 5.8365 4.3232
H23 -0.6289 3.8941 5.7603
N8 0.8050 4.8441 -3.0668
C18 -0.2989 4.4337 -2.4308
C19 -1.6092 4.7285 -2.9347
C20 -1.7622 5.4980 -4.0314
C21 -0.6196 5.9378 -4.6740
C22 0.6372 5.5026 -4.1951
H24 -0.1458 3.8739 -1.5310
H25 -2.5261 4.3032 -2.4652
H26 -2.7505 5.7494 -4.3999
H27 -0.5542 6.5776 -5.5111
H28 1.5153 5.9034 -4.6683
N9 -0.3845 -1.1449 3.6116
C23 -0.7864 -0.9257 4.8668
C24 -0.8293 -1.9041 5.8765
C25 -0.3321 -3.1658 5.5018
C26 0.1974 -3.3743 4.2255
C27 0.1551 -2.3216 3.3170
H29 -1.2201 0.1114 5.1410
H30 -1.1635 -1.6414 6.8919
H31 -0.2227 -3.9834 6.1943
H32 0.5467 -4.3293 3.9149
H33 0.4781 -2.6420 2.3364
N10 4.9505 0.6185 4.2868
C28 3.7191 0.3631 4.7220
C29 2.6029 1.1806 4.6035
C30 2.8335 2.4073 4.0526
C31 4.0700 2.7148 3.4937
C32 5.0929 1.7694 3.6327
H34 3.4953 -0.6280 5.1547
H35 1.6590 0.9628 5.0303
H36 2.0074 3.0803 4.1381
H37 4.2224 3.4954 2.8256
H38 6.0429 2.1195 3.2779
N11 -0.9172 -2.8029 -5.2810
C33 -0.6397 -1.9491 -4.2348
C34 0.6197 -1.3964 -3.9732
C35 1.6258 -1.5227 -4.9217
C36 1.3628 -2.3000 -6.0717
C37 0.1132 -2.9530 -6.1866
H39 -1.5128 -1.8040 -3.5196
H40 0.8043 -0.7997 -3.0679
H41 2.5976 -1.1348 -4.7047
H42 2.2146 -2.4387 -6.6922
H43 -0.0864 -3.6764 -6.9551
N12 -0.5132 0.7801 -0.4467
C38 -1.6508 1.0743 -1.0580
C39 -2.6517 0.1706 -1.4125
C40 -2.4220 -1.1697 -1.1409
C41 -1.2962 -1.4875 -0.4590
C42 -0.2958 -0.5460 -0.2018
H44 -1.7711 2.1120 -1.3287
H45 -3.5220 0.5079 -1.8761
H46 -3.1541 -1.9310 -1.3507
H47 -1.0012 -2.4871 -0.0247
H48 0.5784 -0.7980 0.3670

- Spin multiplicity: 1
- HOMO energy: -9.280 eV
- SMILES string: c1ccncc1.c1ccncc1.c1ccncc1.c1ccncc1.c1ccncc1.c1ccncc1.CC#N.CC#N.CC#N.CC#N.CC#N.CC#N
- Net charge: 0
- HOMO-LUMO gap: 0.3643 hartree

These are the Löwdin partial charges, in e, on atoms 1 to 2: atom 1 (C): -0.047, atom 2 (C): -0.283

=====

No. 2
DFT (ωB97M-V/def2-TZVPD) results for C42H48N7O3PS2Ti as an isolated structure.

Atoms and positions in Å:
Ti1 0.3117 1.3390 -0.1150
C1 -0.6152 4.1988 3.1363
C2 -0.1164 3.8485 1.9044
N1 -0.4906 2.7142 1.2536
C3 -1.5204 1.9429 1.7973
C4 -2.0464 2.2279 3.0883
C5 -1.5558 3.3770 3.7740
C6 -3.0295 1.3736 3.6119
C7 -3.4763 0.2759 2.8944
C8 -2.9668 0.0003 1.6330
C9 -2.0097 0.8379 1.0537
N2 -1.4699 0.5717 -0.2341
C10 -2.1981 0.8940 -1.4080
C11 -3.3751 0.2772 -1.8157
C12 -3.9720 0.6609 -3.0143
C13 -3.3994 1.6383 -3.8125
C14 -2.2043 2.2737 -3.4400
C15 -1.5368 3.2773 -4.2065
C16 -0.3348 3.8045 -3.7120
C17 0.1837 3.3748 -2.5157
N3 -0.4391 2.4384 -1.7373
C18 -1.6104 1.8909 -2.2104
H1 -0.2661 5.1120 3.6027
H2 0.6264 4.4596 1.4040
H3 -1.9511 3.6229 4.7515
H4 -3.4371 1.5922 4.5931
H5 -4.2363 -0.3713 3.3176
H6 -3.3113 -0.8551 1.0661
H7 -3.8051 -0.5163 -1.2175
H8 -4.8816 0.1679 -3.3349
H9 -3.8672 1.9173 -4.7508
H10 -1.9491 3.6009 -5.1537
H11 0.2085 4.5576 -4.2711
H12 1.1170 3.7742 -2.1366
C19 -1.9708 -3.4587 2.3777
S1 -0.6112 -2.5104 1.6692
C20 0.2496 -3.8400 0.8051
H13 -2.5294 -3.9660 1.5904
H14 -2.6218 -2.7441 2.8802
H15 -1.6039 -4.1879 3.0999
H16 1.1097 -3.3855 0.3137
H17 -0.4012 -4.2740 0.0458
H18 0.5902 -4.6048 1.5036
C21 3.8527 1.6721 -1.8851
C22 3.0211 0.3865 -1.8495
C23 2.5759 0.0685 -3.2888
C24 1.8189 0.6233 -0.9744
C25 3.8052 -0.7898 -1.2684
C26 5.0601 -0.6537 -0.6795
C27 5.6952 -1.7329 -0.0729
C28 5.0928 -2.9793 -0.0474
C29 3.8447 -3.1351 -0.6406
C30 3.2134 -2.0575 -1.2378
H19 3.2512 2.4638 -2.3324
H20 4.7630 1.5498 -2.4801
H21 4.1242 1.9893 -0.8762
H22 1.9891 0.9066 -3.6698
H23 1.9436 -0.8191 -3.3230
H24 3.4398 -0.0924 -3.9427
H25 1.1553 -0.2839 -0.9283
H26 5.5546 0.3087 -0.6744
H27 6.6656 -1.5901 0.3890
H28 5.5815 -3.8174 0.4334
H29 3.3536 -4.1008 -0.6258
H30 2.2218 -2.1923 -1.6581
C31 4.3255 0.1689 3.4064
N4 3.6161 1.4361 3.5915
C32 2.8380 1.3531 4.8258
N5 1.9260 0.2146 4.8916
C33 2.6903 -1.0076 4.6544
N6 3.4639 -1.0063 3.4165
C34 2.5861 -1.0373 2.2372
P1 1.4417 0.4192 2.1596
C35 2.7490 1.7127 2.4427
C36 0.8366 0.3549 3.9127
H31 5.0467 0.0664 4.2232
H32 4.8696 0.2015 2.4594
H33 2.2604 2.2726 4.9429
H34 3.5427 1.2676 5.6592
H35 2.0025 -1.8556 4.6419
H36 3.3905 -1.1303 5.4869
H37 1.9944 -1.9541 2.2623
H38 3.1933 -1.0424 1.3307
H39 2.2537 2.6774 2.5793
H40 3.3517 1.7664 1.5316
H41 0.1472 -0.4867 4.0162
H42 0.2674 1.2623 4.1315
N7 -0.6752 -2.0686 -2.0542
C37 -1.6799 -3.0310 -2.2624
C38 -2.5770 -3.3573 -1.2475
C39 -3.4917 -4.3906 -1.4122
C40 -3.5398 -5.1037 -2.5986
C41 -2.6786 -4.7515 -3.6302
C42 -1.7547 -3.7327 -3.4663
S2 -4.6529 -6.4970 -2.7999
O1 -3.7682 -7.6587 -2.7830
O2 -5.5543 -6.4214 -1.6555
O3 -5.3004 -6.2784 -4.0881
H43 -0.5486 -1.4411 -2.8373
H44 -0.8112 -1.5167 -1.2114
H45 -2.5453 -2.7813 -0.3282
H46 -4.1894 -4.6531 -0.6266
H47 -2.7385 -5.2970 -4.5638
H48 -1.0689 -3.4804 -4.2686

- Spin multiplicity: 3
- HOMO energy (spin up / spin down): -0.470 / -2.513 eV
- <S²>: 2.05
- Net charge: -2
- Energy above the lowest of the compared OMol25 structures with the same formula, charge and spin: 23.4 kcal/mol
- HOMO-LUMO gap (spin up / spin down): 0.1519 / 0.2259 hartree

These are the Löwdin partial charges, in e, on atoms 1 to 2: atom 1 (Ti): 0.831, atom 2 (C): -0.128

=====

No. 3
DFT (ωB97M-V/def2-TZVPD) results for C42H49AsN4O6STa as an isolated structure.

Atoms and positions in Å:
Ta1 0.2372 0.1971 0.6008
C1 -3.2852 -5.2686 0.1614
C2 -2.3908 -4.5985 -0.8901
C3 -1.3985 -3.5922 -0.3902
C4 -0.3141 -3.8791 0.6068
C5 0.2925 -5.2705 0.6032
C6 0.9920 -5.6320 -0.7034
C7 0.6122 -2.7328 0.3510
C8 1.9175 -2.7230 0.6111
C9 2.7574 -1.5771 0.5318
C10 4.1446 -1.5937 0.6292
C11 5.0055 -2.8034 0.8252
C12 5.1511 -3.1705 2.3041
C13 4.5652 -0.2640 0.5893
C14 3.4189 0.5224 0.4607
C15 3.3785 1.9135 0.4589
C16 2.2582 2.6606 0.3023
N1 0.9811 2.1226 0.0408
C17 0.1848 3.2103 -0.1739
C18 -1.1415 3.1373 -0.6213
C19 -1.7560 1.9838 -0.9906
N2 -1.2753 0.6927 -0.7905
C20 -2.2326 -0.1487 -1.4045
C21 -2.2289 -1.4900 -1.4318
C22 -1.2891 -2.2881 -0.7241
N3 -0.1408 -1.6557 -0.1688
C23 -3.3021 0.6609 -1.9726
C24 -3.0263 1.9502 -1.7014
C25 -3.7972 3.1693 -2.0952
C26 -3.2035 3.8759 -3.3180
C27 -4.4629 0.1096 -2.7352
C28 -4.1482 -0.0705 -4.2232
C29 0.9024 4.4313 0.0029
C30 2.1944 4.0881 0.2848
C31 3.3442 5.0021 0.5591
C32 3.5857 5.1833 2.0608
C33 0.3323 5.8014 -0.1910
C34 0.3404 6.2321 -1.6597
N4 2.2759 -0.2837 0.4098
C35 5.9801 0.2170 0.6239
C36 6.5793 0.3094 -0.7826
H1 -3.6695 -6.2162 -0.2150
H2 -4.1485 -4.6524 0.4102
H3 -2.7467 -5.4750 1.0867
H4 -3.0171 -4.1358 -1.6549
H5 -1.8409 -5.3845 -1.4159
H6 -0.5100 -5.9817 0.8103
H7 0.9975 -5.3594 1.4369
H8 0.3244 -5.5243 -1.5577
H9 1.3340 -6.6657 -0.6737
H10 1.8561 -4.9947 -0.8869
H11 2.3821 -3.6455 0.9329
H12 5.9905 -2.6142 0.3939
H13 4.5982 -3.6500 0.2674
H14 5.6018 -2.3499 2.8641
H15 5.7752 -4.0547 2.4328
H16 4.1765 -3.3710 2.7537
H17 4.3170 2.4366 0.5869
H18 -1.6580 4.0679 -0.8012
H19 -3.0422 -1.9921 -1.9338
H20 -3.8444 3.8633 -1.2515
H21 -4.8276 2.8819 -2.3101
H22 -2.1726 4.1825 -3.1394
H23 -3.7833 4.7638 -3.5681
H24 -3.2026 3.2156 -4.1854
H25 -5.3186 0.7767 -2.6145
H26 -4.7665 -0.8491 -2.3080
H27 -3.9144 0.8865 -4.6896
H28 -4.9969 -0.5063 -4.7494
H29 -3.2875 -0.7268 -4.3607
H30 3.1470 5.9706 0.0972
H31 4.2469 4.6168 0.0799
H32 2.7029 5.6001 2.5471
H33 4.4228 5.8575 2.2386
H34 3.8076 4.2290 2.5406
H35 0.9048 6.5132 0.4061
H36 -0.6853 5.8375 0.2056
H37 1.3581 6.2496 -2.0519
H38 -0.0885 7.2266 -1.7806
H39 -0.2335 5.5368 -2.2750
H40 6.5726 -0.4673 1.2341
H41 6.0420 1.1891 1.1176
H42 6.5505 -0.6606 -1.2811
H43 7.6158 0.6438 -0.7462
H44 6.0133 1.0112 -1.3972
O1 -0.8935 -3.6076 1.9646
As1 -0.9841 -1.4878 3.2269
O2 -0.6843 -2.4151 4.4906
O3 0.3090 -0.8255 2.3098
C37 -2.6488 -1.2326 2.2872
C38 -3.4745 -2.2193 1.7881
C39 -4.6525 -1.8398 1.1510
C40 -4.9989 -0.5033 1.0114
C41 -4.1845 0.4944 1.5345
C42 -3.0288 0.1038 2.1770
S1 -1.9015 1.2202 2.9187
O4 -1.2957 0.3353 3.9693
O5 -2.4858 2.4198 3.3802
O6 -0.8618 1.4410 1.8594
H45 -0.3430 -4.0374 2.6381
H46 -3.2097 -3.2576 1.8997
H47 -5.3134 -2.6050 0.7651
H48 -5.9204 -0.2334 0.5128
H49 -4.4491 1.5417 1.4713

- Spin multiplicity: 1
- HOMO energy: -9.172 eV
- Net charge: +1
- Energy above the lowest of the compared OMol25 structures with the same formula, charge and spin: 0.0 kcal/mol
- HOMO-LUMO gap: 0.1941 hartree

These are the Löwdin partial charges, in e, on atoms 1 to 2: atom 1 (Ta): 2.002, atom 2 (C): -0.072

=====

No. 4
DFT (ωB97M-V/def2-TZVPD) results for C42H49CrN7O8 as an isolated structure in a non-equilibrium geometry.

Atoms and positions in Å:
Cr1 -8.6125 -14.1635 12.8473
C1 -11.4431 -17.7258 16.1160
N1 -10.8391 -16.4300 15.8618
C2 -11.5427 -15.2337 16.2766
C3 -9.7436 -16.2013 15.1223
O1 -9.3934 -15.0609 14.7846
C4 -8.7735 -17.3532 14.8375
O2 -7.5125 -16.8433 14.3414
C5 -6.7346 -16.0225 15.1842
C6 -6.0308 -14.9776 14.3160
O3 -6.7591 -14.3228 13.4524
N2 -4.7592 -14.6627 14.3988
C7 -3.7176 -15.3535 15.2616
C8 -4.2698 -13.4921 13.6540
H1 -11.0974 -18.1833 17.0905
H2 -11.1310 -18.4447 15.3547
H3 -12.5507 -17.7190 16.0881
H4 -10.8697 -14.4802 16.7562
H5 -12.3462 -15.5630 17.0398
H6 -12.0064 -14.8484 15.3793
H7 -9.1798 -17.9598 14.0224
H8 -8.6882 -18.0229 15.6760
H9 -5.8942 -16.5856 15.6955
H10 -7.3708 -15.5175 15.9309
H11 -4.2175 -15.6712 16.1975
H12 -2.8478 -14.7082 15.4069
H13 -3.2778 -16.2731 14.7558
H14 -4.8530 -12.5708 13.9059
H15 -4.3415 -13.7394 12.5805
H16 -3.2580 -13.2218 13.8989
C9 -2.8030 -11.6253 7.8046
O4 -3.8107 -11.7083 8.8335
C10 -4.2155 -10.5179 9.3763
C11 -3.4118 -9.4018 9.4691
C12 -3.7452 -8.2474 10.1579
C13 -4.9459 -8.2543 10.8749
C14 -5.8768 -9.2706 10.6444
C15 -5.4053 -10.4801 10.1646
N3 -6.2461 -11.6146 10.2665
C16 -7.0641 -11.9830 11.3359
N4 -6.9276 -11.3063 12.5159
C17 -7.9187 -11.3614 13.5584
C18 -8.9051 -12.3167 13.7338
C19 -9.9573 -12.0947 14.5461
C20 -10.0192 -10.9680 15.3610
C21 -9.0921 -9.9364 15.1581
C22 -7.9974 -10.1578 14.3190
O5 -6.8759 -9.3346 14.2675
C23 -6.4725 -8.6388 15.4466
N5 -7.8926 -12.9917 11.2109
C24 -8.1790 -13.5964 10.0089
C25 -9.2686 -13.1327 9.2541
C26 -9.3724 -13.3819 7.8874
C27 -8.3422 -14.1370 7.3137
C28 -7.1990 -14.5256 8.0383
C29 -7.3266 -14.5659 9.4572
O6 -6.7751 -15.5256 10.2182
C30 -5.2212 -17.1116 11.0125
H17 -1.8583 -11.1776 8.1377
H18 -3.2073 -11.0703 6.9107
H19 -2.6426 -12.6774 7.5407
H20 -2.5074 -9.4529 8.9114
H21 -3.0529 -7.3514 10.1342
H22 -5.2094 -7.5287 11.6182
H23 -6.9292 -9.2166 11.0238
H24 -6.1518 -12.3966 9.6021
H25 -6.2606 -10.5552 12.6208
H26 -10.7673 -12.7763 14.6136
H27 -10.7947 -10.8779 16.1526
H28 -9.1921 -8.9035 15.5501
H29 -5.7035 -9.2328 15.9855
H30 -7.3304 -8.5001 16.0824
H31 -6.0274 -7.6699 15.1440
H32 -10.1112 -12.6367 9.6799
H33 -10.1692 -12.9445 7.1887
H34 -8.4646 -14.5166 6.2491
H35 -6.2943 -14.8189 7.5132
H36 -4.2989 -17.7169 10.6947
H37 -6.4814 -17.6770 12.6066
H38 -4.8477 -16.2910 11.6082
O7 -10.5342 -14.2118 12.1687
C31 -10.3869 -15.4690 11.8076
O8 -9.1903 -15.9500 11.7249
C32 -11.6044 -16.3659 11.6140
C33 -12.9227 -15.8559 11.8681
C34 -14.0138 -16.7445 11.9245
C35 -13.9287 -18.0817 11.5405
C36 -12.6581 -18.5473 11.2017
C37 -11.4880 -17.7453 11.2463
H39 -12.9856 -14.7820 12.0281
H40 -14.9479 -16.4118 12.3624
H41 -14.8341 -18.7825 11.5068
H42 -12.4646 -19.5588 10.8618
H43 -10.5772 -18.1752 10.9894
N6 -6.9660 -20.0452 12.3577
C38 -6.4745 -19.2182 11.3614
C39 -6.3859 -19.6132 10.0178
C40 -6.2950 -18.7996 8.8341
C41 -6.1587 -17.4687 8.6415
C42 -5.7411 -16.5383 9.6735
N7 -6.0411 -18.0022 11.7745
H44 -7.2274 -20.9793 12.1257
H45 -6.5247 -19.9377 13.2735
H46 -6.6069 -20.6861 9.8987
H47 -6.2639 -19.4440 7.9317
H48 -6.2167 -17.0487 7.6297
H49 -5.0084 -15.7952 9.2606

- Spin multiplicity: 4
- HOMO energy (spin up / spin down): -9.090 / -9.090 eV
- <S²>: 3.82
- Net charge: +1
- Energy above the lowest of the compared OMol25 structures with the same formula, charge and spin: 71.3 kcal/mol
- HOMO-LUMO gap (spin up / spin down): 0.2633 / 0.2629 hartree

These are the Löwdin partial charges, in e, on atoms 1 to 2: atom 1 (Cr): 0.931, atom 2 (C): -0.032